# 1
The following is a DFT calculation (wB97M-V/def2-TZVPD) of C58H52AsBrCrF10N5O3P as an isolated structure.

Element x y z (Å)
Cr: -0.51224 1.51162 -0.83075
C: -0.15972 1.54250 2.36360
N: -0.56555 0.68469 1.22808
C: 0.15644 -0.62179 1.23830
C: -0.27007 -1.60510 2.32983
N: -1.59597 -2.12942 2.10015
C: -2.53811 -2.09973 3.03034
C: -2.52383 -1.63329 4.38610
F: -1.38757 -1.10931 4.92928
C: -3.60964 -1.67870 5.24029
F: -3.47660 -1.20192 6.49382
C: -4.81715 -2.20741 4.85664
F: -5.87994 -2.24417 5.70082
C: -4.90064 -2.70189 3.56354
F: -6.06097 -3.25078 3.15625
C: -3.83027 -2.65619 2.71039
F: -4.00003 -3.18768 1.48825
C: 1.13115 2.30609 2.07498
C: 0.89554 3.57019 1.26735
N: 0.40239 3.28272 -0.06819
C: -0.30011 4.30173 -0.65627
C: 0.02869 4.75369 -1.95769
F: 1.02809 4.16943 -2.63161
C: -0.60322 5.79460 -2.59462
F: -0.22445 6.16193 -3.83056
C: -1.61737 6.48331 -1.97428
F: -2.23499 7.50916 -2.59105
C: -1.97553 6.10330 -0.70527
F: -2.97476 6.75354 -0.08328
C: -1.33110 5.05830 -0.07102
F: -1.79480 4.71914 1.14883
H: -0.96945 2.25243 2.54531
H: -0.04793 0.94439 3.26940
H: -1.55043 0.45698 1.32971
H: 1.22366 -0.40484 1.35225
H: 0.00314 -1.08865 0.26079
H: -0.12119 -1.13322 3.29832
H: 0.46535 -2.42760 2.28549
H: 1.80799 1.65643 1.51163
H: 1.62276 2.57201 3.01747
H: 1.85559 4.12031 1.20031
H: 0.22418 4.21887 1.83876
Br: -7.15574 0.02161 -1.43330
C: -5.28501 0.36367 -1.17611
C: -4.88658 1.47866 -0.46429
C: -3.51857 1.72120 -0.31840
C: -2.51871 0.90268 -0.87186
C: -3.00247 -0.22951 -1.55330
C: -4.35796 -0.51073 -1.71451
H: -5.62325 2.14592 -0.03349
H: -3.23291 2.60936 0.24732
H: -2.29203 -0.94371 -1.96881
H: -4.68976 -1.40393 -2.23151
C: 0.51627 -1.14360 -5.16253
N: -0.14765 0.06341 -4.70643
C: -0.86962 0.85367 -5.56166
C: -1.54180 1.91635 -5.12592
C: -1.52469 2.25728 -3.69428
O: -2.19566 3.18418 -3.27077
N: -0.67992 1.50539 -2.88182
C: -0.10554 0.36528 -3.33282
O: 0.48204 -0.43529 -2.59176
H: 0.61219 -1.09941 -6.24855
H: -0.03912 -2.04291 -4.88895
H: 1.50110 -1.22110 -4.70669
H: -0.84659 0.55732 -6.60384
H: -2.11044 2.54179 -5.80006
C: 1.39601 -5.12647 -2.68297
C: 1.26319 -6.49479 -2.03124
As: 1.34039 -7.98131 -3.32447
C: -0.27204 -7.48518 -4.31135
C: -0.09683 -6.89918 -5.56285
C: -1.18675 -6.42799 -6.28668
C: -2.46622 -6.54690 -5.76510
C: -2.65109 -7.12951 -4.51842
C: -1.56007 -7.59390 -3.79343
C: 0.57345 -9.35784 -2.16940
C: -0.00931 -10.48080 -2.75069
C: -0.52440 -11.50390 -1.96548
C: -0.45128 -11.42190 -0.58053
C: 0.13764 -10.31676 0.00728
C: 0.64885 -9.28965 -0.78291
P: 0.82272 -3.67144 -1.63344
C: 1.69103 -4.11325 -0.06929
C: 3.08281 -3.99153 -0.17039
C: 3.91677 -4.26728 0.90386
C: 3.37135 -4.63718 2.12778
C: 1.99597 -4.71544 2.25851
C: 1.16209 -4.45669 1.17153
C: -0.95135 -4.13271 -1.56812
C: -1.64325 -4.97977 -0.70200
C: -2.99622 -5.23506 -0.88787
C: -3.68186 -4.66489 -1.94940
C: -3.00600 -3.83196 -2.83136
C: -1.66044 -3.56041 -2.63045
H: 0.78686 -5.06722 -3.58717
H: 2.43053 -4.93026 -2.97607
H: 0.30428 -6.58266 -1.51540
H: 2.05717 -6.64557 -1.30121
H: 0.90283 -6.80415 -5.97251
H: -1.03463 -5.95952 -7.25124
H: -3.31713 -6.17049 -6.32015
H: -3.64621 -7.20200 -4.09663
H: -1.71509 -8.01559 -2.80732
H: -0.07577 -10.54722 -3.83079
H: -0.98667 -12.36480 -2.43449
H: -0.85801 -12.21414 0.03585
H: 0.19347 -10.24261 1.08668
H: 1.09417 -8.42684 -0.30322
H: 3.51603 -3.66653 -1.11424
H: 4.99130 -4.17297 0.79194
H: 4.01447 -4.83332 2.97843
H: 1.55521 -4.95915 3.21855
H: 0.09501 -4.48515 1.32354
H: -1.15045 -5.45160 0.13320
H: -3.51944 -5.86887 -0.18160
H: -4.74458 -4.84427 -2.07173
H: -3.53319 -3.36072 -3.65293
H: -1.14771 -2.86516 -3.28812
C: 4.61961 1.30989 -1.35571
C: 4.45475 -0.08517 -0.73611
C: 2.97403 -0.32997 -0.97310
O: 2.37532 0.92758 -0.67482
C: 3.24695 1.96961 -1.11384
H: 4.81452 1.22002 -2.42665
H: 5.43459 1.88431 -0.91255
H: 4.66259 -0.05938 0.33681
H: 5.09022 -0.84441 -1.20022
H: 2.52189 -1.08523 -0.33030
H: 2.77690 -0.61111 -2.01296
H: 3.27581 2.72581 -0.33002
H: 2.84210 2.43663 -2.01156

Forces on atoms 1 to 6 (eV/Å):
Cr -0.31 -0.25 1.01
C -0.01 0.04 -0.19
N 0.52 -0.36 0.29
C -0.09 0.10 -0.02
C -0.04 -0.02 0.03
N -0.20 0.06 0.08

- LUMO level (alpha / beta) (eV) = 3.42 / 3.42
- E_tot (eV) = -270349.05415
- maximum force (eV Å⁻¹) = 1.09
- HOMO level (alpha / beta) (eV) = -1.405 / -1.543
- total charge = -2
- spin multiplicity = 5
- HOMO-LUMO gap (alpha / beta) (eV) = 4.83 / 4.97

---

# 2
The following is a DFT calculation (wB97M-V/def2-TZVPD) of one molecule with the formula C5H5Br.

Element x y z (Å)
Br: 1.57616 1.14049 -2.28078
C: 2.04617 0.25068 -0.56702
C: 1.11848 -0.59644 -0.25095
C: -0.17582 -0.67547 -0.10063
C: -1.58832 -0.64708 0.03992
C: -0.75811 0.38123 0.87772
H: 2.94636 0.39020 -0.06861
H: -2.19250 -0.33244 -0.82393
H: -1.94099 -1.52037 0.63159
H: -0.62878 1.42037 0.66457
H: -0.40266 0.18882 1.87811

Forces on atoms 1 to 6 (eV/Å):
Br 0.80 0.13 1.00
C -0.74 -0.54 -1.71
C -2.19 0.05 -0.05
C 2.52 1.64 0.63
C -0.63 -0.79 1.80
C -0.38 -1.49 -1.08

- LUMO level (eV) = 0.30
- E_tot (eV) = -75303.69355
- maximum force (eV Å⁻¹) = 3.07
- HOMO level (eV) = -8.437
- relative energy (zero: lowest compared OMol25 entry of this formula, charge and spin) (kJ/mol) = 249.6
- SMILES = BrC=C=C1CC1
- HOMO-LUMO gap (eV) = 8.73

---

# 3
The following is a DFT calculation (wB97M-V/def2-TZVPD) of a 2-piece molecular cluster, C2H9N2S2 overall.

Element x y z (Å)
C: 1.14035 -0.11510 -0.35749
C: 0.45181 0.73866 0.64376
N: 0.89648 -1.51022 0.00509
N: -1.51936 0.85018 -0.37759
S: 0.84124 2.40160 0.47126
S: -0.20435 0.19183 2.09426
H: 0.81555 -0.00781 -1.44339
H: 2.23042 -0.11263 -0.42806
H: 0.56882 -2.06437 -0.79907
H: -1.76502 0.95684 -1.35342
H: -1.82142 1.70711 0.07650
H: 1.55127 -2.09567 0.45644
H: -1.94376 0.03659 0.01291
H: -0.17842 2.94473 1.25762
H: -0.10361 -1.06435 1.58202

Forces on atoms 1 to 6 (eV/Å):
C 1.00 -2.63 -1.25
C 1.97 0.88 -0.46
N -2.54 -0.97 -1.74
N -0.94 1.79 -1.81
S -0.73 0.52 0.85
S -0.06 -0.05 1.48

- LUMO level (alpha / beta) (eV) = -3.60 / -8.67
- E_tot (eV) = -26859.00383
- maximum force (eV Å⁻¹) = 3.23
- HOMO level (alpha / beta) (eV) = -10.987 / -13.651
- total charge = +1
- relative energy (zero: lowest compared OMol25 entry of this formula, charge and spin) (kJ/mol) = 72.7
- spin multiplicity = 3
- HOMO-LUMO gap (alpha / beta) (eV) = 7.39 / 4.98

---

# 4
The following is a DFT calculation (wB97M-V/def2-TZVPD) of an isolated ion of composition C4H11N2Si and charge +1.

Element x y z (Å)
C: -1.03075 2.02691 -1.28739
C: -1.33850 0.90287 -0.65668
Si: 0.29110 -0.00894 0.04515
C: 1.49217 -0.91228 -1.08223
C: 0.56478 1.13143 1.59339
N: -0.74962 -1.12502 0.86758
N: -0.71178 -2.37959 0.76541
H: -0.15115 2.73298 -1.15818
H: -1.88329 2.66563 -1.79683
H: -2.29670 0.52308 -0.39369
H: 1.81867 -1.79740 -0.51520
H: 0.90184 -1.41950 -1.94624
H: 2.37262 -0.38705 -1.51987
H: -0.37572 1.33460 2.02418
H: 1.21367 0.67671 2.41213
H: 1.18636 1.90418 1.10687
H: 0.06206 -2.91069 0.32587
H: -1.36576 -2.95792 1.21571

Forces on atoms 1 to 6 (eV/Å):
C -2.20 3.34 -0.51
C 3.23 -0.45 0.21
Si -1.06 2.48 0.04
C -0.84 -0.91 -1.11
C 3.32 -2.11 -0.62
N -0.89 -3.81 0.53

- LUMO level (alpha / beta) (eV) = -5.93 / -5.93
- E_tot (eV) = -15174.48619
- maximum force (eV Å⁻¹) = 4.04
- HOMO level (alpha / beta) (eV) = -13.425 / -13.425
- total charge = +1
- relative energy (zero: lowest compared OMol25 entry of this formula, charge and spin) (kJ/mol) = 101.4
- SMILES = C=C[Si](C)(C)N=[NH2+]
- HOMO-LUMO gap (alpha / beta) (eV) = 7.49 / 7.50

---

# 5
The following is a DFT calculation (wB97M-V/def2-TZVPD) of C21H52AlN2O4 as an isolated structure.

Element x y z (Å)
C: -8.83632 0.56139 -2.79905
C: -8.77570 -0.84956 -3.66296
C: -9.65643 -2.04487 -2.94185
C: -8.71762 -3.18503 -2.20880
Al: -8.62042 -3.03421 -0.16568
C: -7.45792 -1.50069 0.54314
C: -5.84962 -1.65612 0.26787
C: -5.40016 -1.57913 -1.30660
C: -5.06902 -3.12647 -1.79520
C: -3.92471 -0.79288 -1.32996
H: -8.18519 1.38576 -3.33344
H: -9.95703 0.93385 -2.64219
H: -8.35604 0.38350 -1.74625
H: -7.66079 -1.17006 -3.85680
H: -9.32369 -0.60877 -4.69371
H: -10.21608 -2.60913 -3.83117
H: -10.50333 -1.65577 -2.23072
H: -9.24262 -4.23113 -2.44371
H: -7.68542 -3.21755 -2.75894
H: -10.12421 -2.71684 0.32759
H: -8.22251 -4.40431 0.53859
H: -7.59131 -1.50158 1.72952
H: -7.78709 -0.42280 0.19704
H: -5.33077 -0.72510 0.80587
H: -5.40132 -2.60855 0.82383
H: -6.20093 -1.03379 -1.97053
H: -5.24190 -3.13677 -2.97013
H: -5.87341 -3.85791 -1.33791
H: -3.97991 -3.48329 -1.53907
H: -3.99931 0.32493 -0.98433
H: -3.23807 -1.41153 -0.57472
H: -3.49439 -0.93231 -2.41792
C: 2.94798 1.75097 0.46910
O: 2.90062 1.67500 -0.94978
C: 3.80547 0.69809 -1.48021
C: 3.01502 -0.41649 -2.18171
N: 2.28418 -1.23373 -1.20544
C: 1.33355 -2.16409 -1.82279
C: 0.11866 -1.54794 -2.54357
O: -0.79079 -0.88062 -1.66692
C: -0.48862 0.48840 -1.43807
H: 2.28656 2.56000 0.79025
H: 2.59536 0.81828 0.91698
H: 3.96256 1.97393 0.81145
H: 4.47565 0.29159 -0.71274
H: 4.42573 1.21135 -2.22329
H: 3.70911 -1.05412 -2.74095
H: 2.32663 0.05384 -2.89003
H: 1.77276 -0.61763 -0.57697
H: 0.95662 -2.80415 -1.01561
H: 1.87191 -2.82123 -2.51688
H: -0.44827 -2.37563 -2.98513
H: 0.40776 -0.90341 -3.38215
H: -0.01638 0.96452 -2.30264
H: 0.14434 0.59096 -0.55398
H: -1.42558 1.01184 -1.22768
C: 9.01388 4.22461 5.35101
O: 8.96652 4.14863 3.93212
C: 9.87137 3.17173 3.40170
C: 9.08092 2.05714 2.70019
N: 8.35008 1.23990 3.67646
C: 7.39945 0.30955 3.05911
C: 6.18456 0.92570 2.33833
O: 5.27511 1.59301 3.21498
C: 5.57728 2.96203 3.44384
H: 8.35246 5.03364 5.67216
H: 8.66126 3.29192 5.79888
H: 10.02846 4.44757 5.69336
H: 10.54155 2.76522 4.16917
H: 10.49163 3.68498 2.65861
H: 9.77501 1.41952 2.14095
H: 8.39253 2.52748 1.99188
H: 7.83866 1.85601 4.30493
H: 7.02252 -0.33052 3.86630
H: 7.93780 -0.34760 2.36503
H: 5.61763 0.09801 1.89677
H: 6.47366 1.57023 1.49975
H: 6.04952 3.43815 2.57927
H: 6.21024 3.06460 4.32792
H: 4.64032 3.48548 3.65422

Forces on atoms 1 to 6 (eV/Å):
C 0.45 -0.40 0.08
C -1.41 0.88 0.19
C 0.30 -1.03 -1.18
C -0.56 -0.43 -1.55
Al -0.15 0.73 -0.29
C 1.19 0.75 0.96

- LUMO level (eV) = 1.76
- E_tot (eV) = -40381.60264
- maximum force (eV Å⁻¹) = 2.68
- HOMO level (eV) = -4.481
- total charge = -1
- relative energy (zero: lowest compared OMol25 entry of this formula, charge and spin) (kJ/mol) = 384.4
- HOMO-LUMO gap (eV) = 6.24